{"formula": "C3H7O2", "method": "wB97M-V/def2-TZVPD", "total_charge": 1, "fmax_ev_per_a": 6.5, "homo_energy_ha": [-0.43459, -0.65232], "e_above_lowest_ev": 0.2337, "gap_ev": [7.1316, 9.0077], "s_squared": 2.0053, "spin_multiplicity": 3, "energy_ha": -268.48657, "elements": ["O", "O", "C", "C", "C", "H", "H", "H", "H", "H", "H", "H"], "coordinates": [[0.154, -1.731, -0.609], [1.010, 0.408, 0.443], [-0.804, 1.687, -0.237], [0.472, 1.473, 0.241], [0.302, -2.761, -0.002], [0.406, -0.610, 0.129], [-1.108, 2.345, 0.512], [1.060, 2.358, 0.624], [-0.806, 2.311, -1.180], [-1.417, 0.830, -0.402], [0.082, -3.611, -0.589], [0.651, -2.698, 1.071]], "lowdin_spin": [0.839, 0.061, 0.002, 0.008, 0.819, 0.017, 0.000, 0.006, 0.000, 0.000, 0.119, 0.130]}